Record 1
DFT (ωB97M-V/def2-TZVPD) results for a 2-piece molecular cluster, C4H11N3O2 overall at a distorted geometry.

Geometry as XYZ:
```
20
Properties=species:S:1:pos:R:3:forces:R:3
C 1.52787 2.74553 -0.54724 -0.3 0.2 -4.1
C 0.12057 2.36855 -0.28340 -5.5 1.4 2.5
O -0.15038 2.20744 1.06591 11.1 2.5 -1.3
O -0.96256 2.45137 -0.91734 4.3 -0.8 -0.4
H 2.25905 3.26089 0.06236 -0.7 -0.4 0.9
H 1.35676 3.36822 -1.44881 0.1 0.7 0.6
H 2.00062 2.00342 -1.19932 0.2 -0.8 0.9
C 0.88955 -1.97744 -0.79891 3.5 -3.0 0.1
C -1.11556 -1.74765 0.47554 -1.7 -0.2 0.2
N -0.23212 -1.21261 -0.48544 -0.6 2.2 -0.3
N -1.43928 -0.79859 1.47508 1.4 -1.1 -2.0
N -1.59042 -2.96832 0.36921 2.1 2.0 -0.3
H -0.32989 -0.35784 -1.07869 -0.7 -1.1 1.5
H 1.51814 -2.33663 0.14116 -0.8 1.5 -1.4
H 1.64361 -1.60340 -1.63094 -1.9 -0.4 1.8
H -2.21213 -1.01278 2.04581 -0.8 0.3 0.7
H -0.99354 0.10767 1.38735 -0.3 -0.6 0.4
H -0.92899 1.92121 1.20230 -9.3 -2.7 1.0
H -1.89968 -3.44161 1.20570 -0.4 0.6 0.3
H 0.53838 -2.97742 -1.04035 0.1 -0.2 -1.0
```
Positions in Å, forces in eV/Å.

## Properties
Net charge: 0
HOMO in eV: -8.629
Energy in Eh: -473.6725
Molar mass in g mol⁻¹: 133.15
Gap between HOMO and LUMO in hartree: 0.3367
Structure (SMILES): [H]/N=C(\N)NC.CC(=O)O

Mulliken population analysis, charges in e, atoms 1 to 4: C -1.020; C 0.809; O -0.469; O -0.590

***

Record 2
DFT (ωB97M-V/def2-TZVPD) results for AgH8O6 as an isolated structure at a distorted geometry.

Geometry as XYZ:
```
15
Properties=species:S:1:pos:R:3:forces:R:3
Ag 0.14131 -0.01815 0.08700 -0.5 0.2 -1.0
O -1.30918 -0.87099 -1.46805 -0.2 0.6 -0.2
H -1.83167 -0.07276 -1.67868 0.5 -0.4 0.1
O 1.81556 0.87381 1.40642 -0.4 0.3 0.3
H 1.72637 1.84004 1.29244 0.0 -0.8 -0.2
O -1.08055 -1.43667 1.31367 1.1 0.2 0.7
H -0.35045 -1.46001 1.96247 -0.5 -0.1 0.0
O 0.97916 1.41022 -1.34248 0.3 0.5 -0.7
H 0.80904 1.34506 -2.30234 -0.3 -0.4 0.8
O -1.80563 1.40006 0.42125 -0.6 0.7 0.3
H -1.83813 2.33650 0.61687 0.2 0.4 0.0
H -2.71213 1.16457 0.22367 -0.2 -0.5 -0.1
O 1.59167 -1.90419 -0.00410 0.8 -0.8 0.1
H 2.36332 -1.75064 -0.54927 0.2 0.4 -0.2
H 1.50134 -2.85678 0.02111 -0.4 -0.3 0.0
```
Positions in Å, forces in eV/Å.

## Properties
Net charge: -2
2S+1: 2
HOMO (spin up / spin down) in eV: 0.972 / 0.243
Energy in Eh: -602.9790
Molar mass in g mol⁻¹: 211.93
Gap between HOMO and LUMO (spin up / spin down) in hartree: 0.1960 / 0.2237

Mulliken population analysis, charges in e, atoms 1 to 4: Ag 0.632; O -0.873; H 0.161; O -0.949

***

Record 3
DFT (ωB97M-V/def2-TZVPD) results for C4H2FO2 as an isolated structure at a distorted geometry.

Geometry as XYZ:
```
9
Properties=species:S:1:pos:R:3:forces:R:3
C -0.72356 -0.14346 1.41687 -0.3 0.3 -3.6
C 0.28203 -0.85173 2.02175 0.4 0.2 -0.4
C -2.16976 0.26146 2.71279 -1.3 -0.4 0.3
C -0.41426 -1.41090 0.75282 -0.9 1.2 -0.5
O -1.58261 1.07886 3.31882 0.1 0.8 0.9
O -3.18061 -0.34349 2.49493 1.0 0.1 -0.3
F 0.09237 -1.27337 -0.64468 0.7 0.2 1.0
H -1.03430 0.83894 0.81457 0.7 -2.1 1.9
H -1.01064 -2.29013 0.58794 -0.4 -0.3 0.7
```
Positions in Å, forces in eV/Å.

## Properties
Net charge: -1
HOMO in eV: -3.503
Energy in Eh: -403.8634
Molar mass in g mol⁻¹: 101.06
Gap between HOMO and LUMO in hartree: 0.2761

Mulliken population analysis, charges in e, atoms 1 to 4: C -0.079; C -0.812; C 0.572; C 0.098

***

Record 4
DFT (ωB97M-V/def2-TZVPD) results for C45H41BrCsN8O2P2S as an isolated structure at a distorted geometry.

Geometry as XYZ:
```
101
Properties=species:S:1:pos:R:3:forces:R:3
Cs 0.17608 0.94460 0.53682 0.5 1.5 0.7
N -0.04663 -0.08064 5.56353 0.0 0.0 0.0
C -0.02363 0.08385 4.22662 0.0 0.1 0.0
N -0.30536 1.17068 3.60084 -0.1 0.1 0.2
C -0.59049 2.31689 4.35347 0.1 -0.3 -0.5
N -0.69615 3.47043 3.80816 -0.1 0.3 0.4
N -0.34454 3.60189 2.48737 -0.2 -0.2 -0.3
C -1.19599 4.22993 1.77765 0.2 0.2 0.2
C -0.91814 4.66160 0.39353 -0.1 0.0 -0.3
C -1.50236 5.84456 -0.05149 0.0 0.0 0.1
C -1.21331 6.29968 -1.32617 0.0 0.0 0.0
C -0.36127 5.55289 -2.12152 0.0 0.0 0.0
C 0.15212 4.37148 -1.60619 0.0 0.0 0.0
N -0.12238 3.92355 -0.38585 0.2 0.1 0.2
C -0.77585 2.18041 5.80262 0.0 0.0 0.0
C -1.20470 3.23185 6.61161 0.0 0.0 0.1
C -1.31395 3.06308 7.97700 0.0 0.0 -0.1
C -0.98965 1.83614 8.55453 0.0 -0.1 0.0
C -0.56685 0.78211 7.77006 0.0 0.0 0.1
C -0.46432 0.95645 6.39334 0.0 0.1 0.0
H 0.22191 -0.95998 5.97221 0.0 0.0 -0.1
H 0.26794 -0.78967 3.64981 0.0 0.0 0.0
H -2.13044 4.58496 2.21536 0.0 0.0 0.1
H -2.16206 6.39916 0.60310 0.0 0.0 0.0
H -1.64634 7.22257 -1.68858 0.0 0.0 0.0
H -0.10424 5.87508 -3.12098 0.0 0.0 0.0
H 0.81087 3.74564 -2.19748 0.0 0.0 0.0
H -1.44128 4.17563 6.14036 0.0 0.0 0.0
H -1.64713 3.88078 8.60095 0.0 0.0 0.0
H -1.06949 1.70231 9.62495 0.0 0.0 0.0
H -0.31601 -0.17338 8.21494 0.0 0.0 0.0
O -1.81436 -0.34773 -0.59682 -0.6 -0.6 -0.3
P -2.19257 -1.73694 -0.99115 -0.1 -0.1 -0.2
C -0.87307 -2.95681 -0.70185 0.0 0.0 0.1
P 0.81264 -2.41361 -1.11920 0.1 -0.3 0.0
O 1.27553 -1.27237 -0.28336 0.3 -0.9 -0.3
C 0.76115 -2.04302 -2.87499 0.0 0.0 -0.1
C 0.47824 -0.74009 -3.27933 0.0 0.0 0.0
C 0.29764 -0.46522 -4.62683 0.0 0.0 0.0
C 0.41993 -1.47805 -5.56704 0.0 0.0 0.0
C 0.73195 -2.77041 -5.16858 0.0 -0.1 0.0
C 0.89826 -3.05634 -3.82345 0.0 0.1 0.1
C 1.84864 -3.87591 -0.92773 0.1 0.1 0.0
C 3.22262 -3.62591 -0.99739 -0.1 0.0 0.0
C 4.12771 -4.66487 -0.86988 0.0 0.0 0.0
C 3.66832 -5.96028 -0.66687 0.0 0.0 0.0
C 2.30824 -6.21329 -0.58779 0.0 0.0 0.0
C 1.39675 -5.17399 -0.71811 0.0 0.0 0.0
C -2.66729 -1.83870 -2.72328 -0.1 0.1 0.0
C -2.58694 -2.98385 -3.50961 0.0 0.0 0.0
C -3.02247 -2.95491 -4.82622 0.0 0.0 0.0
C -3.54533 -1.78686 -5.36028 0.0 0.0 0.0
C -3.62986 -0.64106 -4.58109 0.0 0.0 0.0
C -3.19027 -0.66417 -3.26791 0.0 -0.1 0.0
C -3.55865 -2.38268 -0.01031 0.1 0.1 0.1
C -3.54208 -2.07929 1.35298 -0.1 0.0 -0.1
C -4.54259 -2.56226 2.17934 0.0 0.0 0.0
C -5.56082 -3.34456 1.64822 0.0 0.0 0.0
C -5.58504 -3.63686 0.29349 0.0 0.0 0.0
C -4.58531 -3.15408 -0.54047 0.0 0.0 0.0
H -1.12652 -3.88584 -1.21711 0.0 0.0 -0.1
H -0.87747 -3.18488 0.36883 0.0 0.0 0.0
H 0.39941 0.04886 -2.53976 0.0 0.0 0.0
H 0.05643 0.54190 -4.94326 0.0 0.0 0.0
H 0.27820 -1.25880 -6.61761 0.0 0.0 0.0
H 0.84457 -3.55524 -5.90517 0.0 0.0 0.0
H 1.14353 -4.06299 -3.50557 0.0 0.0 0.0
H 3.56520 -2.60728 -1.13773 0.1 0.0 0.0
H 5.18941 -4.46441 -0.92369 0.0 0.0 0.0
H 4.37319 -6.77495 -0.56503 0.0 0.0 0.0
H 1.95238 -7.22160 -0.42211 0.0 0.0 0.0
H 0.33818 -5.39106 -0.64823 0.0 0.0 0.0
H -2.18351 -3.90626 -3.10965 0.0 0.0 0.0
H -2.95043 -3.84759 -5.43360 0.0 0.0 0.0
H -3.88632 -1.77163 -6.38731 0.0 0.0 0.0
H -4.03656 0.27166 -4.99629 0.0 0.0 0.0
H -3.23700 0.22636 -2.65368 0.0 0.0 0.0
H -2.75665 -1.44443 1.74710 0.0 0.0 0.0
H -4.53588 -2.32121 3.23433 0.0 0.0 0.0
H -6.34461 -3.72021 2.29280 0.0 0.0 0.0
H -6.38803 -4.23485 -0.11647 0.0 0.0 0.0
H -4.61085 -3.36763 -1.60214 0.0 0.0 0.0
N 4.95623 2.89447 2.74581 0.0 -0.1 0.0
C 3.66941 2.49937 2.62022 -0.3 0.2 -0.1
N 2.78771 3.45997 2.29028 0.1 0.1 0.1
S 3.22155 0.89499 2.77566 0.1 -0.1 0.0
H 5.20572 3.86415 2.84363 0.0 0.0 0.0
H 5.60837 2.20137 3.06930 0.0 0.0 0.0
H 3.07593 4.42287 2.23032 0.0 0.0 0.0
H 1.78883 3.28611 2.30883 0.0 -0.1 0.0
Br 6.80811 3.23973 -2.95007 -0.1 0.0 0.0
C 5.06923 2.63751 -2.52357 0.1 0.1 0.0
C 4.13096 2.46911 -3.52721 0.0 0.0 0.0
C 2.87268 2.02650 -3.15419 -0.1 -0.1 0.0
N 2.51325 1.75885 -1.89816 0.0 0.1 0.0
C 3.44025 1.92789 -0.95743 0.0 -0.1 0.0
C 4.73369 2.36175 -1.21216 -0.1 0.0 0.0
H 4.36918 2.67130 -4.56113 0.0 0.0 0.0
H 2.10903 1.87196 -3.90970 0.0 0.0 0.0
H 3.16049 1.69122 0.06266 0.0 0.0 0.0
H 5.44537 2.47254 -0.40675 0.0 0.0 0.0
```
Positions in Å, forces in eV/Å.

## Properties
Net charge: +1
HOMO in eV: -10.039
Energy in Eh: -6002.9903
Molar mass in g mol⁻¹: 1032.70
Gap between HOMO and LUMO in hartree: 0.2987

Mulliken population analysis, charges in e, atoms 1 to 4: Cs 1.369; N 0.082; C -0.715; N 0.200

***

Record 5
DFT (ωB97M-V/def2-TZVPD) results for one molecule with the formula C4H8O2.

Geometry as XYZ:
```
14
Properties=species:S:1:pos:R:3:forces:R:3
O -2.14588 0.78001 0.05861 0.0 0.2 0.0
C -1.56476 -0.48777 -0.10004 0.1 -0.4 -0.1
C -0.10267 -0.52177 0.40628 -0.1 -0.2 0.0
C 1.03771 -0.40938 -0.61795 0.0 0.0 -0.1
C 1.43617 0.84237 0.17084 0.3 0.1 -0.1
O 0.27214 0.73524 1.01465 0.0 0.0 0.1
H -1.50188 1.30742 0.55828 -0.1 0.0 -0.1
H -2.15853 -1.24381 0.43273 0.1 0.2 0.0
H -1.58014 -0.75723 -1.16614 0.0 0.0 0.1
H 0.03868 -1.33676 1.12612 0.0 0.1 -0.1
H 1.75973 -1.22875 -0.62253 -0.1 0.1 0.0
H 0.69738 -0.21377 -1.63828 0.0 0.0 0.2
H 1.45686 1.78714 -0.38281 0.0 -0.1 0.1
H 2.35518 0.74707 0.76023 -0.1 0.0 -0.1
```
Positions in Å, forces in eV/Å.

## Properties
Net charge: 0
HOMO in eV: -9.906
Energy in Eh: -307.6359
Molar mass in g mol⁻¹: 88.11
Gap between HOMO and LUMO in hartree: 0.4016
Structure (SMILES): OC[C@H]1CCO1

Mulliken population analysis, charges in e, atoms 1 to 4: O -0.528; C -0.572; C 0.427; C -0.712

***

Record 6
DFT (ωB97M-V/def2-TZVPD) results for one molecule with the formula C3O at a distorted geometry.

Geometry as XYZ:
```
4
Properties=species:S:1:pos:R:3:forces:R:3
C 1.16961 1.44205 0.43330 1.1 1.3 0.6
C 0.40901 0.55216 -0.00454 -1.5 -1.9 -1.1
C -0.36484 -0.46007 -0.22134 -7.1 -8.8 1.1
O -1.21378 -1.53414 -0.20742 7.5 9.4 -0.5
```
Positions in Å, forces in eV/Å.

## Properties
Net charge: 0
HOMO in eV: -11.926
Energy in Eh: -189.3480
Molar mass in g mol⁻¹: 52.03
Gap between HOMO and LUMO in hartree: 0.3663

Mulliken charges, unit e, in atom order: C -0.377; C 0.223; C 0.576; O -0.423